Record 1
An isolated molecule of C22H33N3O5S in a non-equilibrium geometry, computed with the ωB97M-V functional and the def2-TZVPD basis.

The geometry in XYZ format:
```
64
C22H33N3O5S the ωB97M-V functional and the def2-TZVPD basis
C 0.8873 3.0887 -1.3356
C -0.4959 2.8677 -0.8063
C -1.4822 2.3626 -1.6440
C -2.7618 2.1377 -1.1752
C -3.0967 2.4144 0.1446
C -2.1127 2.9242 0.9803
C -0.8308 3.1466 0.5105
H -0.0790 3.5390 1.1814
H -2.3509 3.1482 2.0109
C -4.4731 2.1006 0.6653
H -5.1365 1.8735 -0.1706
H -4.8828 2.9542 1.2093
C -4.4313 0.8886 1.6130
N -3.6778 -0.1987 1.0379
C -4.2395 -1.3092 0.5267
O -5.4232 -1.5694 0.6046
C -3.2283 -2.2360 -0.1621
C -2.6790 -1.5152 -1.4051
C -1.4335 -2.2009 -1.9575
N -0.4249 -2.3494 -0.9222
S 0.2239 -0.8880 -0.4329
O 0.6016 -0.1973 -1.6279
O -0.6034 -0.1750 0.5013
N 1.5286 -1.4820 0.4156
C 2.6018 -1.9654 -0.4268
C 3.4925 -0.8363 -0.9448
H 2.9188 -0.1917 -1.6096
H 4.3407 -1.2538 -1.4887
C 4.0075 0.0153 0.2262
C 2.8194 0.5154 1.0601
C 1.9825 -0.6728 1.5272
H 1.0927 -0.3294 2.0545
H 2.5805 -1.3137 2.1818
H 2.2139 1.1725 0.4368
H 3.1926 1.0774 1.9171
O 4.8905 -0.7710 1.0184
C 6.0995 -0.0632 1.1787
H 6.0852 0.5101 2.1155
C 6.1141 0.8689 -0.0340
H 6.5452 0.3683 -0.9114
O 4.7443 1.1329 -0.2354
H 6.6235 1.8158 0.1408
H 6.9209 -0.7797 1.1958
H 2.1335 -2.4950 -1.2567
H 3.2002 -2.6628 0.1666
C -0.8888 -3.2004 0.1562
C -2.1409 -2.6536 0.8419
H -1.8425 -1.7994 1.4463
H -2.5485 -3.4139 1.5109
H -1.0812 -4.1866 -0.2776
H -0.0697 -3.2816 0.8718
H -1.6617 -3.1991 -2.3424
H -0.9880 -1.6010 -2.7517
H -2.4000 -0.4897 -1.1589
H -3.4571 -1.4824 -2.1701
H -3.7706 -3.1292 -0.4898
H -2.6958 -0.0124 0.8756
H -3.9623 1.1729 2.5599
H -5.4418 0.5217 1.8052
H -3.5161 1.7419 -1.8422
H -1.2350 2.1305 -2.6695
H 0.8711 3.8079 -2.1543
H 1.5555 3.4593 -0.5616
H 1.2755 2.1480 -1.7240
```

Output
ΔE to the lowest compared entry with this formula, charge and spin in eV: 0.552
SMILES string: Cc1ccc(CCNC(=O)C2CCN(S(=O)(=O)N3CCC4(CC3)OCCO4)CC2)cc1
Max |F| in eV/A: 1.16



Record 2
A cluster of 8 separate species, C22H33N9O2 in total in a non-equilibrium geometry, computed with the ωB97M-V functional and the def2-TZVPD basis.

The geometry in XYZ format:
```
66
C22H33N9O2 the ωB97M-V functional and the def2-TZVPD basis
C -0.0868 -1.5475 -4.2057
C -1.0701 -2.7487 -3.6917
O -0.9735 -2.9297 -2.2550
C -1.7066 -1.8762 -1.5463
C -1.5142 -2.2397 0.0367
O -0.1029 -2.0059 0.3246
C 0.0746 -1.1134 1.4500
C 0.3596 0.3978 0.8957
N 0.4251 1.5183 0.4477
C 1.4905 -1.5680 2.1467
C 2.3839 -2.1775 0.9309
N 2.9183 -2.7289 -0.0133
H 0.4014 -1.0728 -3.2768
H -0.7878 -0.7907 -4.7370
H 0.6654 -1.9430 -4.9721
H -0.6790 -3.7291 -4.1680
H -2.1534 -2.6088 -4.0530
H -2.8319 -1.8822 -1.7656
H -1.2046 -0.8447 -1.6747
H -2.2451 -1.6759 0.7085
H -1.7071 -3.3837 0.1073
H -0.8002 -1.1207 2.1906
H 1.2462 -2.4424 2.8532
H 2.0466 -0.6940 2.6316
C 2.5976 4.3129 0.3783
C 3.6102 4.7071 1.4091
N 4.4046 5.0237 2.2359
H 1.6951 4.9159 0.4970
H 3.0039 4.4710 -0.6225
H 2.3380 3.2588 0.4949
C 1.6280 6.6116 4.3038
C 0.8533 6.4121 3.0330
N 0.2318 6.2573 2.0276
H 0.9429 6.6618 5.1522
H 2.3187 5.7794 4.4517
H 2.1970 7.5415 4.2495
C 4.0283 -6.0573 2.3662
C 2.8357 -5.2948 2.8667
N 1.8924 -4.6905 3.2625
H 4.6643 -6.3443 3.2055
H 3.7006 -6.9573 1.8431
H 4.6042 -5.4350 1.6786
C -5.3253 -2.1312 -6.2794
C -3.8470 -2.2542 -6.5147
N -2.6769 -2.3514 -6.7004
H -5.6621 -1.1290 -6.5501
H -5.8602 -2.8632 -6.8871
H -5.5496 -2.3102 -5.2263
C -5.6229 -0.6983 1.6300
C -4.7518 -1.8898 1.3513
N -4.0612 -2.8329 1.1302
H -5.7122 -0.5477 2.7074
H -5.1853 0.1950 1.1803
H -6.6170 -0.8586 1.2090
C -1.4945 3.9927 -2.2296
C -1.9947 2.6367 -2.6383
N -2.3903 1.5628 -2.9602
H -0.6824 4.3031 -2.8896
H -2.3040 4.7220 -2.2933
H -1.1256 3.9581 -1.2026
C 5.3109 1.5038 3.4433
C 3.9845 1.2361 4.0955
N 2.9344 1.0235 4.6120
H 5.7944 2.3582 3.9201
H 5.9562 0.6289 3.5410
H 5.1657 1.7227 2.3840
```

Output
E in eV: -40847.745
SMILES string: CCOCCO[C@H](C#N)CC#N.CC#N.CC#N.CC#N.CC#N.CC#N.CC#N.CC#N
Max |F| in eV/A: 7.03



Record 3
A structure of composition C22H33NOPReSbSe4Si, computed with the ωB97M-V functional and the def2-TZVPD basis.

The geometry in XYZ format:
```
65
C22H33NOPReSbSe4Si the ωB97M-V functional and the def2-TZVPD basis
Re -1.5197 0.0709 -0.8987
C 0.4752 0.1168 -1.6898
Si 1.4240 -0.6305 -0.2556
C 0.5100 0.1168 1.2536
N -0.9688 -0.1079 1.2021
C -1.2798 -1.5297 1.6250
C -2.6125 -1.6242 2.3428
C -2.5542 -0.8700 3.6742
C -1.6788 0.3873 3.5414
C -1.6749 0.8670 2.1016
C 3.1884 -0.0068 -0.1028
C 4.2900 -0.8589 -0.1418
C 5.5834 -0.3651 -0.0438
C 5.7989 0.9965 0.0998
C 4.7155 1.8639 0.1444
C 3.4283 1.3628 0.0398
C 1.4167 -2.5006 -0.1819
C 1.8678 -3.1500 0.9725
C 1.8273 -4.5297 1.0832
C 1.3355 -5.2908 0.0300
C 0.8987 -4.6686 -1.1280
C 0.9433 -3.2849 -1.2320
H 0.6850 -0.3879 -2.6362
H 0.8920 1.1299 -1.7347
H 0.6565 1.1970 1.1613
H 0.9048 -0.1872 2.2282
H -0.4689 -1.8642 2.2790
H -1.2582 -2.1631 0.7352
H -2.8412 -2.6788 2.4970
H -3.4016 -1.2431 1.6909
H -2.1485 -1.5192 4.4527
H -3.5627 -0.5990 3.9891
H -0.6548 0.1902 3.8688
H -2.0485 1.1925 4.1774
H -1.1743 1.8250 1.9737
H -2.6954 0.9752 1.7360
H 4.1390 -1.9261 -0.2539
H 6.4239 -1.0464 -0.0828
H 6.8068 1.3835 0.1760
H 4.8775 2.9285 0.2576
H 2.5951 2.0598 0.0630
H 2.2571 -2.5678 1.8032
H 2.1744 -5.0134 1.9874
H 1.2945 -6.3693 0.1135
H 0.5119 -5.2576 -1.9494
H 0.5835 -2.8136 -2.1387
C 0.2210 3.6065 -2.6296
P -1.2805 3.3208 -1.6829
C -1.6296 4.8106 -0.7455
C -2.5965 3.1049 -2.8797
O -1.0870 2.1657 -0.7105
H 0.1108 4.4692 -3.2873
H 0.4278 2.7222 -3.2329
H 1.0590 3.7700 -1.9518
H -1.7590 5.6620 -1.4138
H -0.8094 5.0137 -0.0576
H -2.5448 4.6607 -0.1729
H -2.5644 3.9433 -3.5790
H -3.5678 3.0683 -2.3893
H -2.4700 2.1716 -3.4323
Se -3.8533 0.6010 -0.8082
Sb -4.6142 -1.4282 -2.2715
Se -2.0203 -1.5698 -2.4817
Se -5.4297 -3.1224 -0.8334
Se -5.5543 -0.5793 -4.2705
```

Output
ΔE to the lowest compared entry with this formula, charge and spin in eV: 0.000
Spin multiplicity: 2
Max |F| in eV/A: 0.43



Record 4
A structure of composition C22H34Br2NSiY, computed with the ωB97M-V functional and the def2-TZVPD basis.

The geometry in XYZ format:
```
61
C22H34Br2NSiY the ωB97M-V functional and the def2-TZVPD basis
Y 0.3630 0.0187 0.2000
C -0.1595 -2.0648 -3.1096
C 0.2217 -2.1610 -1.6548
C -0.7461 -2.4382 -0.6710
C -2.1806 -2.7035 -1.0608
C -0.3581 -2.5728 0.6861
C -1.4151 -2.8778 1.7208
C 1.0089 -2.4986 1.0403
C 1.4565 -2.8271 2.4431
C 1.9751 -2.1900 0.0538
C 3.4243 -2.0772 0.4573
C 1.5864 -2.0508 -1.2961
C 2.6051 -1.9156 -2.4001
H 0.0045 -3.0267 -3.6034
H 0.4516 -1.3362 -3.6411
H -1.2042 -1.8047 -3.2509
H -2.7931 -1.7971 -1.0628
H -2.6455 -3.4060 -0.3752
H -2.2385 -3.1376 -2.0546
H -1.6421 -3.9469 1.7214
H -2.3467 -2.3532 1.5103
H -1.0984 -2.6021 2.7219
H 1.6036 -1.9311 3.0527
H 2.4001 -3.3675 2.4159
H 0.7356 -3.4598 2.9500
H 3.9185 -3.0485 0.3746
H 3.5234 -1.7390 1.4857
H 3.9712 -1.3775 -0.1707
H 2.5307 -0.9626 -2.9288
H 2.4336 -2.6974 -3.1409
H 3.6228 -2.0211 -2.0430
Br -1.3409 0.9980 -2.2119
C -2.2408 2.3530 -1.1610
Br -1.7593 2.1459 0.6994
H -3.3083 2.2070 -1.2650
H -1.9091 3.3268 -1.4981
C 2.0436 3.9313 1.2686
Si 2.5103 2.1568 1.0345
C 2.2455 1.6791 -0.8134
C 4.2792 1.8128 1.4589
N 1.3743 1.0433 1.7291
C 0.8518 0.9275 3.0314
C 1.4659 1.4632 4.1620
C 0.8977 1.3044 5.4165
C -0.2902 0.6009 5.5790
C -0.9141 0.0557 4.4682
C -0.3449 0.2252 3.2139
H 2.7250 4.5904 0.7262
H 2.1029 4.2045 2.3247
H 1.0254 4.1379 0.9326
H 2.9886 2.2217 -1.4016
H 1.2841 1.9896 -1.2508
H 2.4572 0.6234 -1.0665
H 4.9465 2.4599 0.8845
H 4.5561 0.7754 1.2642
H 4.4702 2.0151 2.5151
H 2.3988 2.0043 4.0539
H 1.3907 1.7332 6.2787
H -0.7280 0.4820 6.5599
H -1.8416 -0.4921 4.5760
H -0.8878 -0.2132 2.3639
```

Output
Charge: +2
ΔE to the lowest compared entry with this formula, charge and spin in eV: 0.260
Max |F| in eV/A: 0.37



Record 5
A cluster of 3 separate species, C22H34BrFNO7 in total in a non-equilibrium geometry, computed with the ωB97M-V functional and the def2-TZVPD basis.

The geometry in XYZ format:
```
66
C22H34BrFNO7 the ωB97M-V functional and the def2-TZVPD basis
C 1.7993 -1.7663 3.3425
C 1.1010 -1.2783 2.4585
C 0.0498 -0.9667 1.3003
C 0.6743 0.3204 0.5262
C 1.8874 -0.0169 -0.4120
O 1.6319 -0.5141 -1.5059
O 3.2625 0.2251 -0.1240
C 4.0037 -0.9847 -0.0210
C 4.3574 -1.9060 -1.2606
O 4.3482 -1.3236 1.0936
C -1.2215 -0.3253 2.1158
O -1.5344 -0.7613 3.2509
O -1.9508 0.7051 1.6320
N -0.2759 -2.1054 0.4376
C -1.6315 -2.6833 0.5373
C -2.7514 -1.9349 -0.3545
C -3.4804 -2.9709 -1.3304
F -3.7647 -1.3418 0.4648
C 0.7849 -3.0633 0.2194
Br 0.7389 -3.8940 -1.6286
C 0.7885 -4.3172 1.2309
C 2.2771 -4.8620 1.3234
H 2.1509 -2.0907 4.3575
H 0.9813 1.0791 1.3070
H -0.1250 0.8047 -0.1364
H 5.4269 -2.2644 -1.2093
H 4.0748 -1.4508 -2.2532
H 3.7125 -2.8420 -1.1559
H -2.0020 -2.8887 1.5955
H -1.5826 -3.7224 0.0625
H -2.1652 -1.1430 -0.9448
H -4.1386 -2.4128 -2.0583
H -2.6569 -3.5678 -1.8457
H -4.0678 -3.7279 -0.7205
H 1.8341 -2.6359 0.2786
H 0.1659 -5.1464 0.7562
H 0.3132 -4.0860 2.2255
H 2.8983 -4.2835 2.0843
H 2.3346 -5.9553 1.6455
H 2.8334 -4.8151 0.3313
C -2.4711 1.9702 -3.7861
C -2.6340 3.0453 -2.7353
C -2.6794 2.2278 -1.4580
O -1.8860 1.0697 -1.6735
C -1.5789 0.9725 -3.0718
H -2.0443 2.3309 -4.7238
H -3.4420 1.5139 -4.0057
H -1.7539 3.6967 -2.7308
H -3.5184 3.6689 -2.8755
H -3.6988 1.8962 -1.2336
H -2.2923 2.7740 -0.5960
H -0.5199 1.2222 -3.2013
H -1.7386 -0.0533 -3.4126
C 1.7485 4.8657 1.2955
C 0.8472 4.2670 2.3561
C -0.5221 4.7384 1.9075
O -0.4752 4.8497 0.4777
C 0.8886 4.7476 0.0508
H 2.7100 4.3592 1.1985
H 1.9382 5.9205 1.5208
H 0.8984 3.1752 2.3133
H 1.0941 4.5801 3.3715
H -0.7549 5.7296 2.3139
H -1.3176 4.0481 2.1954
H 1.0178 3.7707 -0.4288
H 1.1027 5.5275 -0.6839
```

Output
E in eV: -111944.556
Charge: -1
Max |F| in eV/A: 5.83



Record 6
A structure of composition C22H34BrN2OTaTe in a non-equilibrium geometry, computed with the ωB97M-V functional and the def2-TZVPD basis.

The geometry in XYZ format:
```
62
C22H34BrN2OTaTe the ωB97M-V functional and the def2-TZVPD basis
Ta -1.7688 -1.0125 -2.4984
C -1.2499 -1.5851 4.7977
C -0.6239 -0.3688 4.0968
C -1.3292 0.9160 4.5666
C 0.8589 -0.2931 4.4654
C -0.8492 -0.4834 2.6151
C -2.1252 -0.7351 2.1015
C -2.3063 -0.8333 0.7425
N -1.3112 -0.7208 -0.1429
C -0.0657 -0.4890 0.3204
C 0.1766 -0.3384 1.6793
C 1.0027 -0.4116 -0.6958
C 2.3512 -0.3406 -0.3608
C 3.3440 -0.2561 -1.3440
C 2.8878 -0.1980 -2.6674
C 1.5425 -0.3067 -2.9386
N 0.6075 -0.4371 -1.9877
C 4.8189 -0.2606 -1.0409
C 5.4167 -1.5242 -1.6908
C 5.1198 -0.2810 0.4579
C 5.4642 0.9877 -1.6673
H -0.9964 -1.5585 5.8533
H -0.8656 -2.5125 4.3789
H -2.3327 -1.5882 4.7189
H -1.2007 1.0209 5.6395
H -2.3942 0.8873 4.3538
H -0.9026 1.7917 4.0829
H 0.9594 -0.2783 5.5468
H 1.3215 0.6149 4.0846
H 1.3980 -1.1636 4.0969
H -2.9754 -0.8536 2.7532
H -3.2908 -1.0229 0.3332
H 1.1681 -0.1032 2.0235
H 2.6375 -0.3737 0.6767
H 3.5712 -0.0914 -3.4941
H 1.1950 -0.2909 -3.9660
H 4.9624 -2.4240 -1.2815
H 6.4824 -1.5581 -1.4852
H 5.2827 -1.5270 -2.7686
H 4.7278 -1.1779 0.9329
H 4.7226 0.6012 0.9555
H 6.1969 -0.2810 0.6007
H 5.3819 0.9912 -2.7500
H 6.5207 1.0022 -1.4151
H 5.0085 1.8961 -1.2789
Br -3.1611 -2.9491 -1.8774
C -5.2255 0.3807 -4.0295
C -4.1489 1.3770 -3.6349
O -3.5252 1.0268 -2.3760
C -4.2510 1.4859 -1.2115
C -3.3164 2.3026 -0.3320
H -5.6330 0.6679 -4.9942
H -6.0371 0.3742 -3.3048
H -4.8261 -0.6331 -4.1162
H -4.5599 2.3871 -3.5514
H -3.3431 1.3971 -4.3757
H -4.6577 0.6143 -0.6836
H -5.0890 2.1080 -1.5356
H -2.3725 1.7746 -0.1859
H -3.7731 2.4749 0.6390
H -3.1099 3.2663 -0.7916
Te -1.5094 -1.0855 -5.0387
```

Output
E in eV: -107267.430
Charge: +2
Max |F| in eV/A: 2.14



Record 7
A structure of composition C22H34Cl2CoN3Si, computed with the ωB97M-V functional and the def2-TZVPD basis.

The geometry in XYZ format:
```
63
C22H34Cl2CoN3Si the ωB97M-V functional and the def2-TZVPD basis
Co 0.1221 -0.0659 -0.1297
C 0.9226 0.8161 1.3677
Si 1.3282 2.5997 0.8905
C 2.0003 2.0982 -0.8104
N 1.1382 1.0295 -1.4457
C 2.0244 -0.0621 -1.9723
C 3.0053 0.4301 -3.0358
C 2.3066 1.3654 -4.0416
C 0.7920 1.2200 -3.9472
C 0.3010 1.6139 -2.5569
C -0.2399 3.6129 0.8212
C -0.6242 4.3686 -0.2904
C -1.8130 5.0889 -0.2952
C -2.6375 5.0716 0.8210
C -2.2645 4.3490 1.9490
C -1.0778 3.6300 1.9474
C 2.6316 3.3433 1.9626
C 2.4853 4.6374 2.4705
C 3.4716 5.1927 3.2735
C 4.6112 4.4612 3.5766
C 4.7721 3.1739 3.0788
C 3.7879 2.6181 2.2779
H 0.2976 0.6638 2.2540
H 1.8647 0.2710 1.5208
H 2.9726 1.6514 -0.5870
H 2.1913 2.8925 -1.5321
H 1.3865 -0.8396 -2.3935
H 2.5562 -0.4978 -1.1197
H 3.4003 -0.4566 -3.5332
H 3.8572 0.9239 -2.5709
H 2.6435 1.1538 -5.0543
H 2.5758 2.4049 -3.8428
H 0.4939 0.1973 -4.1992
H 0.2891 1.8640 -4.6693
H -0.7376 1.3261 -2.4135
H 0.3354 2.6943 -2.4486
H 0.0239 4.4302 -1.1575
H -2.0855 5.6791 -1.1603
H -3.5600 5.6367 0.8210
H -2.8915 4.3597 2.8308
H -0.7917 3.0882 2.8446
H 1.6005 5.2194 2.2395
H 3.3508 6.1954 3.6610
H 5.3792 4.8947 4.2032
H 5.6628 2.6079 3.3166
H 3.9308 1.6097 1.8992
N -1.0126 -1.1857 -1.5835
C -2.4174 -1.0572 -1.1138
C -2.6606 0.3974 -0.7800
N -1.5805 0.8683 0.1328
H -0.9330 -0.8020 -2.5221
H -0.7670 -2.1687 -1.6737
H -2.5337 -1.6773 -0.2228
H -3.1338 -1.4075 -1.8567
H -3.6375 0.5420 -0.3199
H -2.6358 1.0078 -1.6822
H -1.8518 0.6830 1.0980
H -1.4673 1.8852 0.0919
Cl 3.1169 -2.1712 1.4529
C 1.5582 -2.4026 2.1968
Cl 0.2152 -2.2816 0.9722
H 1.3623 -1.6419 2.9428
H 1.4749 -3.4081 2.5927
```

Output
Charge: +2
ΔE to the lowest compared entry with this formula, charge and spin in eV: 0.248
Max |F| in eV/A: 0.39